# C4H16O14V3

C4H16O14V3 as an isolated structure in a non-equilibrium geometry (ωB97M-V/def2-TZVPD, the Open Molecules 2025 dataset).

The geometry in XYZ format:
```
37
Properties=species:S:1:pos:R:3:forces:R:3:lowdin_charge:R:1
O 2.8732 -1.2044 -1.8388 -0.894 -0.186 2.107 -0.28
V 2.5228 -1.1007 -0.2752 2.320 0.308 -1.783 1.04
O 3.6366 -1.9422 0.4627 -1.388 0.735 -0.456 -0.24
O 1.2716 -0.2370 4.4927 -0.237 -0.370 -0.159 -0.23
V 0.5456 0.5815 3.3932 0.984 2.141 0.917 1.03
O -0.2394 1.7244 4.1668 0.155 -1.445 -0.983 -0.26
O -2.3771 2.9061 1.9698 1.552 0.797 -1.178 -0.23
V -1.1460 3.2903 1.0540 -0.678 -1.632 2.354 1.07
O -0.2254 4.2409 1.9286 -0.711 -0.511 -1.312 -0.28
C 0.6629 0.5719 0.6413 -0.230 -0.774 -1.352 -0.82
O 0.8062 0.4230 -0.6128 -0.206 0.550 1.104 -0.06
O 1.1712 -0.3487 1.3996 0.136 0.343 0.712 -0.12
O 0.0442 1.5323 1.2443 -0.248 0.557 0.137 -0.14
O 2.3013 2.0035 3.2219 -0.432 -0.371 -0.808 -0.02
H 3.1171 2.2123 3.6912 -0.104 -0.300 0.290 0.12
H 2.2556 2.5953 2.4627 -0.106 0.240 0.213 0.08
O 0.6363 2.3994 -2.7458 -0.142 -0.041 0.217 -0.05
H 0.5336 1.4736 -2.4924 0.165 0.016 -0.048 0.01
H 1.5899 2.5215 -2.7763 -0.031 0.098 -0.189 0.04
O 3.7742 0.8555 -0.3463 -0.651 -0.501 0.298 -0.01
H 4.0146 1.0216 -1.2690 0.062 -0.217 -0.005 0.10
H 3.2933 1.6412 -0.0610 0.093 0.062 -0.029 0.08
O -1.8301 2.1479 -0.7338 0.698 0.125 0.095 -0.04
H -1.1008 1.4998 -0.7734 -0.146 -0.060 -0.239 0.04
H -2.0947 2.2664 -1.6571 -0.037 0.324 0.076 0.11
C -2.1708 -1.9940 -0.0636 -0.321 1.240 -0.463 -0.06
C -2.3346 -3.1228 -1.0463 0.150 -0.813 0.338 -0.50
C -2.2069 -2.6896 -2.4930 -0.724 0.369 -0.161 -0.05
O -1.3473 -4.1120 -0.7078 0.002 0.263 -0.075 -0.05
H -2.1124 -2.2825 0.9816 0.152 -0.299 -0.047 0.08
H -3.0306 -1.3194 -0.1645 -0.032 -0.160 0.089 0.09
H -1.3231 -1.3573 -0.3573 0.216 -0.306 0.238 0.06
H -3.3215 -3.5773 -0.8929 -0.008 0.129 -0.037 0.14
H -2.8927 -1.8601 -2.7103 0.088 -0.002 0.179 0.08
H -2.5520 -3.4830 -3.1574 0.401 -0.111 -0.051 0.08
H -1.2015 -2.3555 -2.7462 0.104 -0.211 0.033 0.08
H -1.5433 -4.9220 -1.1894 0.047 0.011 -0.022 0.09
```
Positions in Å, forces in eV/Å.

Results
HOMO energy ... -12.782 eV
Total charge ... +1
Energy above the lowest of the compared OMol25 structures with the same formula, charge and spin ... 0.000 eV
Kohn-Sham gap ... 7.3 eV
LUMO ... -5.51 eV



# C4H16O3

A 4-piece molecular cluster, C4H16O3 overall in a non-equilibrium geometry (ωB97M-V/def2-TZVPD, the Open Molecules 2025 dataset).

The geometry in XYZ format:
```
23
Properties=species:S:1:pos:R:3:forces:R:3:lowdin_spin:R:1
C 2.5200 -0.0840 -1.3856 0.698 -0.701 0.263 0.25
C -1.1693 -1.0494 -0.8349 -1.071 0.960 -1.226 0.17
C 0.3741 -1.0623 -0.6493 1.375 -1.576 1.723 0.20
C 0.9534 -0.0271 -1.6135 -1.488 1.545 -0.869 0.26
H 2.8501 -0.8688 -2.0703 0.017 -0.180 0.371 0.02
H 2.8295 -0.2456 -0.3563 0.134 -0.175 -0.075 0.01
H 2.8801 0.9044 -1.6896 -0.449 0.208 -0.002 0.04
H -1.5561 -2.0159 -0.4822 0.578 -0.224 -0.019 0.04
H -1.4182 -0.9406 -1.8918 -0.178 -0.312 0.048 0.00
H -1.7265 -0.2643 -0.3262 0.587 0.255 0.194 0.00
H 0.7505 -2.0699 -0.8418 -0.137 0.109 -0.267 0.00
H 0.6523 -0.8562 0.3829 -0.028 0.246 -0.028 0.00
H 0.6507 -0.2633 -2.6315 0.109 0.087 0.036 0.00
H 0.6932 1.0101 -1.3766 -0.207 -0.150 -0.147 0.01
H -4.4436 -2.6426 1.4317 -0.324 -0.057 0.039 0.00
H -3.2889 -1.6952 1.4865 0.113 0.190 0.213 0.00
O -4.2469 -1.7008 1.4280 0.240 -0.151 -0.216 0.01
H 3.5518 1.0189 4.0729 0.447 0.285 -0.070 0.00
H 3.1092 -0.4064 4.4097 -0.139 0.619 0.095 0.00
O 2.8058 0.5194 4.3909 -0.295 -0.921 -0.047 0.00
H -2.1616 4.5905 -1.1721 -0.416 0.744 -1.171 0.00
H -2.7167 4.0009 0.1102 0.576 0.171 -0.317 0.00
O -1.8929 4.1483 -0.3912 -0.143 -0.974 1.471 0.00
```
Positions in Å, forces in eV/Å.

Results
Spin multiplicity ... 2
⟨S²⟩ ... 0.7534
HOMO energy (alpha / beta) ... -13.935 / -13.935 eV
Total charge ... +1
Energy above the lowest of the compared OMol25 structures with the same formula, charge and spin ... 0.379 eV
Kohn-Sham gap (alpha / beta) ... 11.1 / 3.6 eV
LUMO (alpha / beta) ... -2.88 / -10.36 eV



# C4H16O4

A 4-piece molecular cluster, C4H16O4 overall (ωB97M-V/def2-TZVPD, the Open Molecules 2025 dataset).

The geometry in XYZ format:
```
24
Properties=species:S:1:pos:R:3:forces:R:3:lowdin_charge:R:1
C -1.0929 0.9741 2.4694 -0.047 -0.562 0.018 -0.17
O -1.8644 0.3930 1.4341 0.039 0.138 0.059 -0.13
H -0.1202 1.3176 2.1067 -0.072 0.249 0.007 0.06
H -1.6628 1.7931 2.9018 0.121 0.173 0.014 0.07
H -0.8936 0.2413 3.2643 -0.050 0.076 -0.026 0.07
H -1.2645 0.1260 0.7221 -0.005 -0.086 -0.086 0.02
C 0.8739 0.7657 -0.9371 0.212 -0.224 -0.043 -0.14
O -0.0960 -0.2437 -0.6951 0.106 0.049 0.202 -0.14
H 1.2168 1.1365 0.0266 -0.106 0.112 0.005 0.06
H 1.7487 0.3528 -1.4513 -0.076 0.031 -0.054 0.08
H 0.4675 1.5863 -1.5297 -0.028 0.057 0.061 0.08
H -0.5611 -0.3942 -1.5263 -0.022 0.092 -0.183 0.04
C -2.5489 -0.9325 -3.2089 -0.026 -0.159 -0.002 -0.13
O -1.3743 -0.1169 -3.2526 -0.130 -0.182 -0.086 -0.13
H -3.0802 -0.9293 -4.1607 -0.008 0.073 0.017 0.08
H -2.2514 -1.9617 -3.0050 0.053 0.053 0.036 0.08
H -3.2169 -0.5987 -2.4140 -0.019 0.053 -0.038 0.08
H -1.4441 0.4840 -3.9971 0.072 0.074 0.093 0.09
C 2.8166 -0.8544 1.8999 -0.418 0.087 -0.001 -0.16
O 3.5266 -0.3796 3.0304 0.030 -0.039 0.149 -0.12
H 2.9336 -0.1749 1.0507 0.118 -0.156 -0.064 0.06
H 3.1896 -1.8462 1.6565 0.133 0.053 -0.120 0.08
H 1.7418 -0.9536 2.0936 0.092 -0.004 0.040 0.08
H 2.9562 0.2153 3.5218 0.032 0.043 0.001 0.07
```
Positions in Å, forces in eV/Å.

Results
SMILES string ... CO.CO.CO.CO
HOMO energy ... -9.705 eV
Energy above the lowest of the compared OMol25 structures with the same formula, charge and spin ... 2.099 eV
Kohn-Sham gap ... 10.2 eV
LUMO ... 0.53 eV



# C4H16O5

A 5-piece molecular cluster, C4H16O5 overall in a non-equilibrium geometry (ωB97M-V/def2-TZVPD, the Open Molecules 2025 dataset).

The geometry in XYZ format:
```
25
Properties=species:S:1:pos:R:3:forces:R:3:lowdin_charge:R:1
C 0.7604 -1.8975 -1.6498 2.268 2.395 2.919 -0.09
C -0.2202 -0.8677 -1.1148 2.217 -0.377 0.721 -0.15
C -1.4660 -0.9157 -1.4666 -2.587 2.042 -0.354 -0.13
C -2.5779 -0.1718 -0.8420 -2.784 0.706 2.692 -0.20
O -2.3714 0.0720 0.5991 1.260 -2.077 -0.315 -0.15
H 0.9487 -2.8137 -1.0498 -0.481 0.804 0.004 0.08
H 0.6360 -2.1909 -2.6297 -0.479 -0.359 -2.234 0.04
H 1.6797 -1.2517 -1.5065 -0.146 -1.529 -0.847 0.08
H 0.2333 -0.0271 -0.4706 -1.163 -1.693 -0.420 0.14
H -1.8676 -1.3560 -2.3388 0.291 -1.588 -0.755 0.10
H -3.5730 -0.7375 -0.8657 1.491 -0.024 -0.309 0.13
H -2.9844 0.8179 -1.1060 1.049 -0.061 -0.926 0.12
H -1.7885 -0.6823 0.9299 -1.234 1.127 -0.621 0.12
O -1.1280 1.4419 2.4060 6.426 -7.806 -4.778 -0.02
H -1.6891 1.9944 2.6800 -6.922 6.949 3.503 -0.11
H -1.5668 0.9723 1.6011 0.873 1.462 1.667 0.02
O 0.6712 3.4596 -0.2786 -1.685 0.813 -2.281 -0.07
H 1.3985 3.0586 -0.7181 1.783 -0.868 0.126 0.00
H 0.2354 3.6897 -1.1628 -0.032 0.029 2.090 0.08
O 2.4435 1.2120 2.0857 3.373 -1.016 -0.320 0.01
H 1.7428 1.1112 2.6559 -2.616 -0.386 2.262 -0.01
H 2.0734 1.6528 1.3686 -0.965 1.366 -1.985 -0.02
O 3.0553 -2.3037 0.7106 1.270 -0.086 -1.337 -0.02
H 2.5236 -2.8545 1.2413 -0.960 -0.886 1.046 0.01
H 2.8311 -1.4126 0.9214 -0.248 1.061 0.451 0.01
```
Positions in Å, forces in eV/Å.

Results
SMILES string ... C/C=C/CO.O.O.O.O
HOMO energy ... -9.829 eV
Energy above the lowest of the compared OMol25 structures with the same formula, charge and spin ... 2.774 eV
Kohn-Sham gap ... 10.2 eV
LUMO ... 0.35 eV



# C4H16O5S2

A 5-piece molecular cluster, C4H16O5S2 overall in a non-equilibrium geometry (ωB97M-V/def2-TZVPD, the Open Molecules 2025 dataset).

The geometry in XYZ format:
```
27
Properties=species:S:1:pos:R:3:forces:R:3:lowdin_charge:R:1
C -3.8915 2.0515 1.4985 -0.556 1.285 -0.675 -0.50
S -2.2765 2.0576 0.6697 -0.478 -0.279 0.743 0.45
S -1.8372 0.0899 0.9066 1.114 -0.122 -0.081 0.50
C -1.8018 -0.6144 -0.7675 -0.759 -0.941 0.190 -0.56
C -1.2501 0.1704 -1.9444 -1.007 0.303 0.059 -0.21
C 0.2338 0.1649 -1.9089 0.552 0.824 -0.576 -0.23
O 0.8979 1.1559 -2.1609 -0.242 -0.209 0.240 0.03
H -4.6438 1.5620 0.8805 0.100 -0.123 0.109 0.03
H -4.1183 3.1217 1.4975 -0.294 0.034 -0.030 0.02
H -3.9935 1.7590 2.5409 0.700 -0.432 -0.081 0.04
H -1.1855 -1.5149 -0.6251 -0.138 0.125 -0.005 0.05
H -2.8221 -0.9625 -0.9504 0.141 0.126 -0.306 0.07
H -1.6349 1.1964 -2.0028 0.278 -0.065 0.290 0.10
H -1.6823 -0.2827 -2.8509 0.621 -0.229 0.081 0.13
H 0.7531 -0.7576 -1.6263 -0.165 -0.293 0.122 0.11
O 3.0374 0.3497 -0.6215 0.587 0.266 -0.549 -0.07
H 2.3414 0.8839 -1.0643 0.372 -0.352 -0.195 0.03
H 3.7687 0.2493 -1.2696 -0.789 0.227 0.627 0.09
O 3.0133 0.7686 2.5097 0.575 -0.555 0.957 -0.04
H 2.8557 0.9229 1.5858 -0.343 0.398 -0.634 0.00
H 2.4032 1.2635 3.0594 -0.182 0.138 -0.371 0.04
O 2.8882 -1.8166 1.0298 -0.042 -0.799 0.989 -0.08
H 2.9518 -1.4790 1.9515 -0.118 0.083 -1.170 0.06
H 2.9378 -1.0842 0.4071 0.144 0.629 0.152 -0.02
O 0.7914 -2.8693 -0.4789 0.047 -0.619 0.114 -0.10
H 0.7342 -3.8399 -0.3565 0.221 1.000 -0.024 0.05
H 1.5295 -2.5463 0.0909 -0.342 -0.422 0.023 0.00
```
Positions in Å, forces in eV/Å.

Results
SMILES string ... CSSCCC=O.O.O.O.O
HOMO energy ... -8.509 eV
Kohn-Sham gap ... 9.1 eV
LUMO ... 0.58 eV



# C4H16O9Zn

C4H16O9Zn as an isolated structure in a non-equilibrium geometry (ωB97M-V/def2-TZVPD, the Open Molecules 2025 dataset).

The geometry in XYZ format:
```
30
Properties=species:S:1:pos:R:3:forces:R:3:lowdin_charge:R:1
Zn 0.3962 -0.1424 0.7294 -0.082 1.066 -1.777 0.65
C -0.6775 3.5908 -0.1954 0.236 0.039 0.257 -0.02
C 0.5680 2.8129 -0.6176 0.836 0.664 -0.946 -0.70
O 0.6806 1.6001 -0.2211 -0.242 -0.609 0.623 -0.11
O 1.4119 3.3980 -1.2998 -0.454 -0.256 0.481 0.01
H -1.5831 3.0259 -0.4166 -0.079 0.023 0.228 0.06
H -0.7345 4.5632 -0.6762 0.106 -0.104 -0.255 0.07
H -0.5661 3.8007 0.8742 -0.382 -0.244 0.044 0.07
C -2.1143 -2.4693 -1.7679 0.042 0.278 0.174 -0.02
C -1.0352 -1.3798 -1.8703 -0.695 -0.143 -1.140 -0.69
O -1.0069 -0.7109 -2.8973 0.250 -0.077 0.710 0.04
O -0.2376 -1.2993 -0.8619 0.790 0.140 0.953 -0.15
H -1.7484 -3.3749 -1.2855 0.071 0.016 -0.005 0.06
H -2.4913 -2.6818 -2.7642 -0.038 -0.062 0.023 0.07
H -2.9396 -2.0815 -1.1610 0.036 -0.050 -0.029 0.07
O 2.4368 -1.6772 -1.7879 -0.144 -0.060 0.348 -0.06
H 1.5252 -1.4440 -1.5072 -0.145 0.049 -0.452 0.01
H 2.3151 -2.3805 -2.4327 0.097 0.040 0.037 0.06
O 0.8879 0.9105 2.6271 0.185 -0.110 0.717 -0.03
H 0.8335 1.8540 2.8285 -0.025 -0.084 -0.393 0.09
H 1.1573 0.4802 3.4491 -0.037 0.035 -0.165 0.08
O 2.4200 -0.6080 0.6415 0.765 -0.751 0.210 -0.03
H 3.1497 -0.1786 1.1011 -0.283 0.243 -0.087 0.09
H 2.8210 -1.1302 -0.0915 -0.389 0.238 -0.119 0.06
O 0.1164 -1.8647 1.8733 0.086 -0.591 0.870 -0.01
H 0.7341 -2.6072 1.8327 -0.027 0.219 -0.236 0.10
H -0.5787 -2.1331 2.4857 -0.039 0.136 -0.211 0.09
O -1.5428 0.5962 1.1678 -0.952 0.091 0.137 -0.03
H -1.9840 0.9577 0.3832 0.355 -0.068 0.049 0.08
H -2.2136 0.5731 1.8606 0.157 -0.067 -0.048 0.09
```
Positions in Å, forces in eV/Å.

Results
HOMO energy ... -7.987 eV
Energy above the lowest of the compared OMol25 structures with the same formula, charge and spin ... 1.647 eV
Kohn-Sham gap ... 7.0 eV
LUMO ... -0.95 eV



The following total energy values (in eV) correspond, in order, to the records above: -110130.150; -10539.046; -12595.737; -14641.895; -36315.665; -71254.914.